Entry 1:
46
Properties=species:S:1:pos:R:3:forces:R:3 method="wB97M-V/def2-TZVPD" spin_multiplicity=1 e_homo_ev=-7.195 lumo_ev=0.6 homo_lumo_gap_ev=7.8 fmax_ev_per_a=17.60
C -5.065 3.106 2.578 -0.2 4.4 -4.7
C -4.166 2.035 2.515 2.8 -4.8 -1.7
H -4.767 1.022 2.457 1.5 1.8 -0.3
H -3.503 1.988 3.370 0.5 -0.2 -0.2
O -3.197 2.069 1.146 -2.6 0.3 6.4
C -2.064 2.812 1.442 -2.5 0.2 1.1
O -1.705 3.446 2.512 -2.0 -3.1 -4.2
N -1.537 2.843 0.198 1.5 1.9 3.1
C -1.728 1.992 -0.949 3.2 -0.1 2.7
H -2.592 1.528 -0.749 -3.4 -1.7 -0.1
C -0.584 0.974 -0.996 3.6 3.8 7.4
N 0.637 1.815 -1.295 1.9 5.6 3.4
C 1.930 1.368 -1.893 -2.2 -3.0 6.7
C 2.273 0.115 -0.693 -5.4 -0.3 -13.2
O 2.941 0.445 0.090 9.1 5.0 12.4
C 2.006 -1.274 -0.913 -4.4 8.4 -12.6
C 1.407 -1.579 -2.179 -1.4 -5.3 -0.1
C 1.010 -3.022 -2.278 -2.8 2.5 -4.7
C 0.982 -3.885 -1.250 4.5 -0.6 4.9
N 0.863 -5.273 -1.055 -3.1 -3.0 -6.9
H 0.634 -5.831 -2.076 0.9 1.8 4.2
C 1.506 -5.966 0.154 -5.7 2.1 -3.7
H 2.253 -6.502 -0.173 4.4 -2.5 -1.3
H 0.796 -6.537 0.674 -1.1 -1.1 0.4
C 1.623 -4.726 0.735 8.4 7.4 9.2
C 1.682 -3.403 -0.058 -1.3 -1.0 -2.9
C 2.238 -2.037 -0.018 -0.6 -13.7 11.1
H 2.441 -1.851 1.011 1.1 1.2 0.3
H 1.307 -4.518 1.780 -1.0 -0.6 -0.8
H 2.917 -4.675 1.318 -3.0 -0.3 -1.6
H 0.352 -3.425 -3.227 2.0 1.4 1.8
H 1.091 -1.052 -3.123 0.9 0.1 1.7
H 1.601 0.880 -2.676 -0.4 -1.8 -4.8
H 2.770 2.034 -1.883 -0.1 0.5 -0.2
C 1.005 2.714 -0.029 -7.6 -6.2 2.8
C -0.389 3.558 0.378 6.4 -2.9 -10.1
H -0.236 4.180 1.054 0.6 3.8 7.6
H -0.195 4.356 -0.336 -1.0 0.2 -1.7
H 1.839 3.251 -0.085 3.4 2.3 -0.6
H 1.084 1.875 0.982 0.2 2.3 -2.7
H -0.538 0.677 -1.873 -1.0 -5.2 -7.9
H -0.271 0.285 -0.034 -1.7 1.3 -2.3
H -1.704 2.656 -1.752 -0.1 0.5 -1.8
H -5.519 3.116 1.518 -0.1 0.1 1.6
H -5.785 2.831 3.270 -1.6 0.3 1.6
H -4.584 4.165 2.589 -0.8 -1.9 0.9

***

Entry 2:
47
Properties=species:S:1:pos:R:3:forces:R:3 method="wB97M-V/def2-TZVPD" spin_multiplicity=1 e_homo_ev=-8.110 lumo_ev=0.6 homo_lumo_gap_ev=8.7 fmax_ev_per_a=0.74
C -0.597 -0.916 -2.254 -0.3 -0.2 0.1
H -0.561 0.084 -2.678 0.0 0.1 -0.1
C -1.951 -1.158 -1.605 -0.1 -0.1 -0.1
N -2.211 -0.140 -0.616 -0.1 0.0 -0.2
C -3.283 -0.148 0.062 0.4 0.4 -0.2
N -4.325 -1.005 -0.038 0.0 -0.5 -0.3
H -4.156 -1.838 -0.583 0.1 0.1 0.0
C -5.458 -1.068 0.856 -0.2 -0.1 0.2
C -6.699 -1.524 0.101 0.2 0.2 0.2
H -6.915 -0.841 -0.717 0.0 0.0 -0.1
H -6.554 -2.522 -0.308 0.0 -0.1 0.0
H -7.553 -1.547 0.771 -0.1 -0.1 0.0
H -5.616 -0.069 1.269 -0.1 -0.2 0.0
H -5.253 -1.754 1.690 0.0 0.2 0.0
S -3.475 1.165 1.235 0.0 0.2 0.4
C -1.849 1.934 1.039 -0.6 -0.4 -0.1
C -1.638 2.741 -0.227 0.0 0.1 -0.1
C -0.194 2.469 -0.596 -0.4 0.3 0.1
O 0.470 3.088 -1.384 0.1 0.1 -0.2
N 0.234 1.382 0.143 0.5 -0.1 0.0
C -0.731 0.898 1.021 0.0 0.1 0.5
O -0.617 -0.055 1.742 0.1 0.1 0.1
C 1.538 0.830 0.041 0.3 -0.1 0.1
C 2.179 0.353 1.176 -0.2 0.1 -0.1
C 3.451 -0.184 1.094 0.3 -0.1 0.0
C 4.112 -0.242 -0.129 -0.3 0.1 -0.1
C 3.465 0.253 -1.263 0.2 -0.1 0.2
C 2.195 0.780 -1.185 0.0 0.0 0.1
H 1.720 1.163 -2.071 0.0 0.0 -0.1
H 3.984 0.208 -2.207 0.1 0.0 -0.1
O 5.350 -0.762 -0.342 -0.1 0.1 -0.2
C 6.130 -1.199 0.753 0.3 0.0 0.3
C 6.759 -0.044 1.526 -0.2 -0.2 -0.3
H 5.994 0.595 1.961 0.0 0.1 0.1
H 7.367 0.559 0.856 0.1 0.1 0.0
H 7.388 -0.434 2.321 0.1 0.0 0.1
H 6.915 -1.809 0.296 -0.1 0.0 0.1
H 5.540 -1.841 1.418 0.0 0.0 -0.1
H 3.910 -0.551 1.999 0.1 0.0 0.1
H 1.683 0.388 2.132 0.0 0.0 0.0
H -1.824 3.808 -0.119 0.1 0.0 0.0
H -2.263 2.356 -1.036 0.1 0.0 0.1
H -1.731 2.546 1.939 0.1 -0.1 -0.1
H -1.958 -2.156 -1.141 0.0 0.0 -0.1
H -2.736 -1.138 -2.376 0.0 -0.1 0.0
H -0.430 -1.642 -3.046 0.1 0.0 -0.1
H 0.195 -1.013 -1.517 0.1 0.0 0.0

***

Entry 3:
53
Properties=species:S:1:pos:R:3:forces:R:3 method="wB97M-V/def2-TZVPD" total_charge=-1 spin_multiplicity=1 e_homo_ev="-4.282 / -4.283" lumo_ev="2.5 / 2.5" homo_lumo_gap_ev="6.8 / 6.8" fmax_ev_per_a=3.35
Pt 0.901 0.008 1.326 2.0 2.5 1.0
N 1.271 1.017 3.334 -0.3 -0.8 -1.5
C 2.644 0.681 3.716 0.2 -0.2 0.2
C 2.912 -0.793 3.384 0.1 0.4 0.2
O 3.533 -1.497 4.184 0.0 0.0 -0.1
N 2.435 -1.149 2.195 -1.3 -0.3 -1.3
C 2.305 -2.563 1.888 -0.1 -0.1 0.0
C 0.821 -2.909 1.660 -0.4 0.7 0.7
O 0.522 -3.990 1.110 0.3 -0.4 -0.1
O -0.017 -2.034 2.037 -0.2 -1.6 0.4
H 1.071 2.007 3.285 -0.1 0.0 -0.1
H 0.594 0.562 3.935 0.0 0.0 0.1
H 2.834 0.828 4.781 0.0 0.0 0.0
H 3.332 1.308 3.149 -0.1 0.0 -0.1
H 2.671 -3.173 2.718 0.1 0.0 0.0
H 2.865 -2.826 0.989 0.0 0.0 0.0
O -1.290 3.776 0.584 0.0 -0.1 0.0
C -0.539 2.831 0.356 0.0 0.0 -0.1
O -0.412 1.814 1.137 0.3 -0.7 -0.4
C 0.248 2.872 -0.952 -0.2 -0.3 0.3
C -0.445 3.147 -2.123 0.0 -0.1 0.1
C 0.184 3.115 -3.371 0.0 0.0 -0.1
C 1.530 2.853 -3.373 0.1 0.0 0.1
O 2.386 2.787 -4.449 -0.1 0.1 0.0
C 3.651 2.427 -3.910 0.3 -0.1 -0.2
O 3.567 2.462 -2.497 0.0 0.0 0.2
C 2.237 2.641 -2.200 -0.2 0.0 -0.2
C 1.623 2.616 -0.976 0.2 0.0 0.0
H -1.501 3.378 -2.046 0.0 0.0 0.0
H -0.357 3.285 -4.292 0.0 0.0 0.0
H 4.407 3.141 -4.250 -0.1 0.0 0.0
H 3.922 1.416 -4.238 -0.1 0.0 0.0
H 2.174 2.400 -0.071 -0.1 -0.1 0.0
C -3.131 -3.602 0.888 0.1 0.0 0.0
C -2.584 -3.202 -0.478 -0.2 0.0 0.2
N -1.248 -2.652 -0.399 -0.1 0.4 -0.4
C -0.850 -1.437 -0.717 -0.5 -0.6 -0.3
S 0.827 -1.159 -0.972 0.5 1.0 1.2
N -1.716 -0.439 -0.984 0.0 0.3 0.0
C -2.926 -0.125 -0.225 -0.2 0.0 -0.1
C -4.096 0.178 -1.155 0.1 -0.1 0.2
H -4.043 -4.189 0.766 0.0 0.0 0.0
H -3.348 -2.731 1.506 0.0 0.0 0.0
H -2.392 -4.206 1.415 0.0 0.0 0.0
H -3.241 -2.486 -0.970 0.0 -0.1 -0.1
H -2.531 -4.095 -1.109 0.0 0.1 0.0
H -0.530 -3.257 0.043 0.0 -0.2 0.0
H -1.234 0.387 -1.315 0.1 0.0 0.0
H -2.721 0.748 0.398 0.1 0.0 0.1
H -3.156 -0.951 0.446 0.1 0.1 0.0
H -3.864 1.048 -1.770 0.0 0.0 0.0
H -4.992 0.395 -0.572 0.0 0.0 0.0
H -4.302 -0.665 -1.817 0.0 0.0 0.0

***

Entry 4:
43
Properties=species:S:1:pos:R:3:forces:R:3 method="wB97M-V/def2-TZVPD" spin_multiplicity=1 smiles="COc1ccc(CC(=O)NCCC2=CCCCC2)cc1" e_homo_ev=-8.468 lumo_ev=0.7 homo_lumo_gap_ev=9.2 fmax_ev_per_a=0.54
C -3.788 5.569 -0.500 -0.2 0.1 -0.1
H -3.760 5.785 -1.573 0.0 0.0 0.0
O -2.528 5.168 -0.021 0.3 -0.2 0.1
C -1.958 4.047 -0.545 0.1 -0.1 0.1
C -0.700 3.712 -0.044 -0.2 0.2 0.1
C -0.038 2.595 -0.507 -0.1 0.0 -0.1
C -0.605 1.779 -1.483 0.1 0.1 -0.1
C -1.858 2.119 -1.975 0.2 0.0 0.1
C -2.533 3.238 -1.519 -0.2 0.3 0.1
H -3.503 3.467 -1.931 -0.1 0.1 0.0
H -2.315 1.497 -2.730 -0.1 -0.1 -0.1
C 0.086 0.539 -1.962 -0.1 -0.2 -0.1
H 1.157 0.590 -1.745 0.0 0.0 0.0
C -0.455 -0.733 -1.300 0.1 0.5 -0.1
O -0.569 -1.780 -1.899 0.0 -0.4 -0.3
N -0.770 -0.578 0.002 -0.1 0.1 0.4
H -0.645 0.327 0.430 -0.1 0.0 -0.2
C -1.237 -1.655 0.839 -0.1 -0.2 0.3
H -1.334 -2.531 0.195 -0.1 0.1 0.1
H -2.222 -1.395 1.246 0.0 -0.1 -0.1
C -0.268 -1.956 1.993 -0.2 -0.2 -0.4
C 1.046 -2.490 1.485 -0.1 0.2 0.1
C 1.225 -3.788 1.280 0.1 -0.1 0.1
C 2.472 -4.392 0.714 0.1 0.1 -0.2
C 3.357 -3.331 0.067 0.1 -0.1 0.2
C 3.480 -2.135 1.003 -0.1 0.1 -0.2
C 2.113 -1.479 1.172 0.3 -0.2 0.0
H 2.153 -0.728 1.966 -0.1 0.0 0.0
H 1.845 -0.961 0.246 0.0 0.1 0.0
H 4.195 -1.410 0.609 0.0 0.0 0.1
H 3.845 -2.475 1.975 0.1 0.0 0.1
H 4.341 -3.747 -0.157 0.0 0.0 -0.1
H 2.902 -3.007 -0.871 0.0 0.0 -0.1
H 2.201 -5.156 -0.019 0.0 -0.1 0.0
H 3.021 -4.897 1.518 0.0 -0.1 -0.1
H 0.437 -4.486 1.531 -0.2 0.0 0.1
H -0.743 -2.694 2.641 0.0 0.0 0.1
H -0.110 -1.043 2.572 0.0 0.0 0.1
H -0.033 0.414 -3.039 0.0 -0.1 0.1
H 0.941 2.358 -0.112 0.1 0.0 0.0
H -0.262 4.349 0.708 0.1 0.1 0.1
H -4.033 6.480 0.044 0.0 -0.1 -0.1
H -4.554 4.812 -0.302 0.0 0.0 0.0

***

What are the energy relative to the best compared isomer or geometry (same formula, charge and spin) values for these records? In order: 429.2, 33.6, 59.9, 26.2 kcal per mole.